[1]
Density functional theory data (ωB97M-V with the def2-TZVPD basis set) for a molecular structure, C29H46CaGe2N2O5Se.

Computed properties:
ΔE to the lowest compared entry with this formula, charge and spin   48.38 kJ/mol
E_LUMO   0.17 eV
Highest occupied orbital energy   -0.2453 Ha
Kohn-Sham gap   0.2515 hartree

Structure (ORCA input):
```
! wB97M-V def2-TZVPD RIJCOSX def2/J DEFGRID3
* xyz 0 1
Ca -0.422 -0.441 0.270
C 5.089 -0.921 1.708
C 3.596 -0.771 1.973
Ge 2.404 -0.034 0.520
C 3.205 -0.766 -1.198
C 4.542 -0.207 -1.673
C 3.105 1.816 0.367
C 2.533 2.954 -0.067
Ge 0.601 3.272 -0.280
C 0.109 4.451 -1.782
C 0.628 5.883 -1.882
C -0.246 3.443 1.486
C -0.250 4.836 2.110
C 3.393 4.167 -0.199
C 2.950 5.430 0.182
C 3.781 6.540 0.118
C 5.079 6.410 -0.348
C 5.530 5.163 -0.760
C 4.698 4.060 -0.690
H 5.640 -1.240 2.598
H 5.538 0.015 1.371
H 5.279 -1.661 0.928
H 3.438 -0.120 2.841
H 3.184 -1.745 2.261
H 2.457 -0.578 -1.975
H 3.255 -1.858 -1.105
H 4.491 0.878 -1.784
H 4.833 -0.614 -2.647
H 5.354 -0.420 -0.977
H 4.163 1.925 0.625
H -0.980 4.454 -1.785
H 0.425 3.880 -2.661
H 0.372 6.475 -1.001
H 0.176 6.380 -2.743
H 1.708 5.928 -2.005
H 0.298 2.739 2.124
H -1.273 3.089 1.401
H 0.754 5.235 2.259
H -0.725 4.812 3.092
H -0.810 5.545 1.498
H 1.940 5.566 0.548
H 3.407 7.505 0.435
H 5.729 7.273 -0.400
H 6.535 5.052 -1.147
H 5.051 3.096 -1.035
O -0.495 -0.364 2.741
C -1.783 -0.638 3.318
C -1.948 -2.103 3.694
C -1.753 -3.037 2.500
C -2.716 -2.796 1.369
C -4.082 -3.023 1.491
C -4.905 -2.753 0.410
C -4.340 -2.287 -0.768
C -2.969 -2.109 -0.809
N -2.174 -2.339 0.238
H 0.193 -0.526 3.397
H -2.496 -0.333 2.550
H -1.949 0.002 4.188
H -2.938 -2.226 4.140
H -1.222 -2.373 4.467
H -1.819 -4.078 2.828
H -0.743 -2.897 2.106
H -4.486 -3.407 2.418
H -5.973 -2.906 0.485
H -4.940 -2.048 -1.634
H -2.486 -1.757 -1.713
C 0.700 -5.892 0.026
C 1.700 -4.788 -0.331
C 2.566 -5.193 -1.530
C 2.586 -4.442 0.874
C 0.955 -3.574 -0.690
N 0.421 -2.596 -0.956
H 1.246 -6.792 0.312
H 0.060 -6.133 -0.823
H 0.068 -5.592 0.862
H 3.154 -6.070 -1.259
H 3.246 -4.388 -1.807
H 1.952 -5.441 -2.395
H 3.222 -5.299 1.100
H 1.984 -4.215 1.754
H 3.219 -3.580 0.664
O -2.268 0.793 0.472
Se -2.045 1.691 -0.920
O -2.584 3.191 -0.779
O -0.268 1.666 -0.948
O -2.428 0.794 -2.197
*
```

Atom charges from the Löwdin analysis, given in e for atoms 1 to 5: 1.134 -0.199 -0.436 0.796 -0.412

---

[2]
Density functional theory data (ωB97M-V with the def2-TZVPD basis set) for a molecular structure, C29H46CdI2N4SeTe.

Computed properties:
ΔE to the lowest compared entry with this formula, charge and spin   71.30 kJ/mol
E_LUMO   -6.18 eV
Highest occupied orbital energy   -0.4536 Ha
Kohn-Sham gap   0.2263 hartree

Structure (ORCA input):
```
! wB97M-V def2-TZVPD RIJCOSX def2/J DEFGRID3
* xyz 2 1
Cd -2.759 0.858 -0.244
I -4.587 -1.892 0.267
C -5.597 -1.573 -1.549
I -4.980 0.238 -2.455
H -6.660 -1.492 -1.355
H -5.364 -2.380 -2.233
N 0.732 1.122 -3.628
C -0.528 1.310 -4.411
C -1.694 1.264 -3.437
N -1.584 2.203 -2.310
C -0.249 2.223 -1.687
C 0.901 2.270 -2.678
H 1.537 1.027 -4.248
H 0.646 0.236 -3.073
H -0.600 0.518 -5.154
H -0.448 2.273 -4.917
H -1.774 0.247 -3.053
H -2.613 1.468 -3.984
H -1.822 3.139 -2.624
H -0.131 1.328 -1.072
H -0.188 3.080 -1.014
H 1.859 2.168 -2.171
H 0.910 3.181 -3.278
C -1.521 7.626 2.008
C -1.441 6.129 1.930
C -0.219 5.475 1.862
C -0.124 4.088 1.805
C 1.246 3.464 1.763
C -1.307 3.336 1.823
Te -1.132 1.226 1.803
C -2.554 3.967 1.902
C -3.855 3.216 1.922
C -2.594 5.355 1.947
H -0.563 8.089 1.783
H -1.817 7.940 3.010
H -2.264 8.016 1.313
H 0.692 6.060 1.862
H 2.005 4.227 1.602
H 1.331 2.715 0.971
H 1.482 2.958 2.701
H -4.120 2.845 0.917
H -4.669 3.867 2.233
H -3.823 2.353 2.590
H -3.557 5.847 2.012
C -1.604 -2.440 2.254
C -0.723 -3.680 2.217
C -1.178 -4.739 1.214
C -0.992 -4.351 -0.254
N 0.369 -3.894 -0.529
C 0.712 -2.665 -0.947
Se -0.443 -1.375 -1.662
N 2.050 -2.550 -0.901
C 2.807 -1.329 -1.147
C 2.684 -0.325 -0.005
C 3.317 -0.796 1.303
C 4.837 -0.688 1.301
C 2.595 -3.750 -0.453
C 3.912 -4.153 -0.269
C 4.109 -5.458 0.135
C 3.034 -6.336 0.332
C 1.726 -5.933 0.149
C 1.527 -4.611 -0.235
H -1.269 -1.735 3.015
H -2.636 -2.711 2.494
H -1.593 -1.917 1.292
H -0.700 -4.136 3.208
H 0.309 -3.386 2.000
H -2.243 -4.952 1.346
H -0.654 -5.670 1.423
H -1.647 -3.527 -0.535
H -1.219 -5.193 -0.910
H 2.445 -0.900 -2.084
H 3.840 -1.633 -1.309
H 1.622 -0.099 0.146
H 3.166 0.603 -0.332
H 3.018 -1.829 1.504
H 2.909 -0.202 2.123
H 5.285 -1.226 0.464
H 5.265 -1.099 2.213
H 5.153 0.353 1.227
H 4.748 -3.489 -0.436
H 5.117 -5.815 0.293
H 3.234 -7.357 0.624
H 0.908 -6.625 0.280
*
```

Atom charges from the Löwdin analysis, given in e for atoms 1 to 5: 0.993 0.810 -1.134 0.821 -0.021

---

[3]
Density functional theory data (ωB97M-V with the def2-TZVPD basis set) for a molecular structure, C29H46Cl2IrN4 in a non-equilibrium geometry.

Computed properties:
ΔE to the lowest compared entry with this formula, charge and spin   22.34 kJ/mol
E_LUMO (spin up / spin down)   4.04 / 3.49 eV
Highest occupied orbital energy (spin up / spin down)   0.0879 / -0.1291 Ha
Kohn-Sham gap (spin up / spin down)   0.0607 / 0.2574 hartree

Structure (ORCA input):
```
! wB97M-V def2-TZVPD RIJCOSX def2/J DEFGRID3
* xyz -2 6
Ir 0.094 -0.337 -0.203
Cl -0.291 0.691 -2.333
C 2.235 -3.796 -0.390
C 1.343 -1.765 -0.495
N 1.082 -3.098 -0.622
H 4.271 -3.118 -0.158
N 2.698 -1.645 -0.467
H 2.317 -4.864 -0.354
C -0.283 -3.649 -0.833
C -0.163 -5.093 -1.278
C -1.055 -3.564 0.468
H 0.318 -5.723 -0.523
H -1.170 -5.494 -1.448
H 0.385 -5.177 -2.223
H -2.092 -3.313 -1.901
H -0.655 -2.963 -2.884
H -1.230 -2.505 0.756
C -1.079 -2.880 -1.879
H -0.525 -4.081 1.288
H -2.047 -4.020 0.331
H -1.191 -1.799 -1.676
C 3.239 -2.901 -0.302
C 3.422 0.241 0.919
H 3.951 -0.445 1.598
H 3.915 1.233 0.945
C 3.430 -0.335 -0.483
H 3.386 1.619 -1.408
C 4.854 -0.592 -0.903
H 4.900 -1.021 -1.910
H 2.394 0.366 1.291
H 1.796 0.957 -1.153
H 5.358 -1.250 -0.190
H 5.392 0.367 -0.920
C 2.821 0.674 -1.440
H 2.777 0.334 -2.479
C -3.747 3.172 -1.121
N -3.275 1.959 -0.635
H -2.703 5.050 -1.392
N -1.634 3.354 -0.495
H -4.716 3.306 -1.544
C -3.944 0.668 -0.805
C -5.388 0.832 -0.374
C -3.869 0.220 -2.259
H -5.915 1.526 -1.032
H -5.872 -0.147 -0.429
H -5.440 1.187 0.659
H -3.612 -1.382 -0.169
H -3.274 -0.146 1.107
H -2.824 0.040 -2.559
C -3.199 -0.368 0.034
H -4.324 0.956 -2.936
H -4.434 -0.721 -2.337
H -2.090 -0.381 -0.277
C -2.715 4.047 -1.039
C 0.374 3.668 -1.884
H -0.165 4.275 -2.618
H 1.439 3.931 -1.868
C -0.212 3.787 -0.487
H 1.681 3.061 0.337
C -0.186 5.227 -0.019
H -0.675 5.312 0.954
H 0.311 2.615 -2.200
H 0.424 1.759 0.185
H -0.678 5.874 -0.752
H 0.857 5.538 0.092
C 0.595 2.867 0.444
H 0.323 3.015 1.500
C -2.010 2.101 -0.192
Cl 0.180 2.090 3.853
C 1.014 0.582 3.655
C 2.091 0.336 4.487
C 2.707 -0.930 4.475
C 2.188 -1.956 3.642
C 1.091 -1.695 2.835
C 0.563 -0.405 2.728
C -0.520 -0.070 1.712
H 2.427 1.131 5.163
H 3.545 -1.119 5.122
H 2.634 -2.957 3.672
H 0.614 -2.512 2.259
H -1.384 -0.725 1.903
H -0.848 0.970 1.862
*
```

Atom charges from the Löwdin analysis, given in e for atoms 1 to 5: 0.470 0.117 -0.092 -0.335 -0.004

---

[4]
Density functional theory data (ωB97M-V with the def2-TZVPD basis set) for 5 unconnected molecules or ions with the total composition C29H46Cl9FNO8S in a non-equilibrium geometry.

Computed properties:
E_LUMO   -4.20 eV
Highest occupied orbital energy   -0.4358 Ha
Kohn-Sham gap   0.2813 hartree

Structure (ORCA input):
```
! wB97M-V def2-TZVPD RIJCOSX def2/J DEFGRID3
* xyz 1 1
C 5.413 -2.751 0.819
C 5.653 -1.678 -0.234
O 5.914 -1.978 -1.369
O 5.591 -0.387 0.225
C 4.844 0.465 -0.648
C 5.196 1.936 -0.289
C 4.139 2.568 0.659
C 3.281 3.639 -0.120
C 2.490 4.466 0.934
C 1.329 3.591 1.493
C 0.162 3.399 0.469
C -1.069 2.989 1.322
C -2.299 2.469 0.582
C -2.884 1.349 1.125
N -3.955 0.749 0.607
C -4.421 -0.453 1.349
C -3.503 -1.675 1.089
C -4.129 -2.731 0.133
S -2.772 -3.544 -0.732
O -3.278 -4.509 -1.653
O -1.914 -2.574 -1.343
O -1.936 -4.298 0.436
C -4.541 1.212 -0.501
C -5.735 0.535 -1.150
C -6.928 1.473 -1.422
O -7.698 1.815 -0.581
Cl -7.234 2.055 -3.092
C -4.018 2.340 -1.087
F -4.551 2.852 -2.175
C -2.911 2.992 -0.563
C -2.412 4.230 -1.252
O -1.881 4.130 -2.330
O -2.559 5.438 -0.676
H 6.341 -2.993 1.358
H 4.725 -2.349 1.579
H 4.983 -3.669 0.414
H 3.756 0.351 -0.509
H 5.116 0.324 -1.701
H 5.302 2.538 -1.203
H 6.176 1.955 0.208
H 4.572 3.107 1.511
H 3.420 1.799 0.971
H 2.622 3.064 -0.780
H 3.937 4.257 -0.736
H 3.178 4.786 1.727
H 2.105 5.359 0.419
H 0.932 4.144 2.362
H 1.686 2.619 1.852
H -0.023 4.396 0.044
H 0.419 2.695 -0.329
H -0.731 2.141 1.943
H -1.314 3.783 2.042
H -2.455 0.928 2.032
H -4.288 -0.194 2.416
H -5.487 -0.654 1.223
H -3.340 -2.157 2.061
H -2.516 -1.343 0.739
H -4.848 -2.325 -0.581
H -4.600 -3.500 0.758
H -1.586 -5.109 0.006
H -5.393 0.165 -2.132
H -6.115 -0.337 -0.615
H -1.925 6.019 -1.131
Cl 2.248 -3.784 1.011
C 2.580 -3.987 -0.731
C 1.323 -4.248 -1.521
Cl 0.622 -5.851 -1.163
H 3.300 -4.795 -0.845
H 3.045 -3.064 -1.075
H 1.548 -4.235 -2.587
H 0.562 -3.496 -1.325
Cl -3.500 2.342 4.977
C -3.389 1.034 6.186
C -2.970 -0.269 5.558
Cl -4.244 -0.930 4.491
H -4.352 0.949 6.684
H -2.649 1.342 6.923
H -2.783 -1.015 6.328
H -2.063 -0.153 4.969
Cl 0.437 -9.357 -0.794
C 1.318 -9.692 -2.306
C 2.744 -10.112 -2.051
Cl 3.734 -8.773 -1.415
H 1.270 -8.800 -2.928
H 0.782 -10.493 -2.813
H 3.205 -10.432 -2.985
H 2.797 -10.936 -1.344
Cl 0.867 6.534 -1.912
C 2.230 6.768 -3.033
C 2.437 5.593 -3.958
Cl 3.016 4.148 -3.085
H 3.117 6.963 -2.434
H 2.008 7.661 -3.616
H 3.198 5.850 -4.693
H 1.527 5.321 -4.488
*
```

Atom charges from the Löwdin analysis, given in e for atoms 1 to 5: -0.008 -0.508 0.111 -0.016 -0.175

---

[5]
Density functional theory data (ωB97M-V with the def2-TZVPD basis set) for a molecular structure, C29H46P2SeTm in a non-equilibrium geometry.

Computed properties:
ΔE to the lowest compared entry with this formula, charge and spin   83.53 kJ/mol
E_LUMO (spin up / spin down)   -3.29 / -3.30 eV
Highest occupied orbital energy (spin up / spin down)   -0.3079 / -0.3123 Ha
Kohn-Sham gap (spin up / spin down)   0.1868 / 0.1912 hartree

Structure (ORCA input):
```
! wB97M-V def2-TZVPD RIJCOSX def2/J DEFGRID3
* xyz 1 3
Tm 1.764 -0.270 -0.689
C -0.410 -0.315 0.475
C -0.184 -1.555 -0.223
C 1.526 -1.290 1.326
C 0.644 -0.144 1.424
C 1.008 -2.159 0.304
C -1.732 0.368 0.557
H -1.794 1.195 -0.155
H -1.914 0.754 1.560
H -2.547 -0.333 0.336
C 0.547 0.800 2.569
H -0.490 0.900 2.916
H 0.935 1.784 2.294
H 1.134 0.433 3.412
C 2.647 -1.579 2.255
H 2.389 -1.294 3.282
H 3.519 -0.982 1.955
H 2.933 -2.638 2.236
C 1.540 -3.499 -0.061
H 1.618 -4.120 0.837
H 2.535 -3.437 -0.518
H 0.877 -3.996 -0.775
C -1.234 -2.258 -1.013
H -1.150 -3.344 -0.894
H -1.120 -2.051 -2.081
H -2.246 -1.940 -0.734
C -1.991 2.880 -2.285
C -2.982 1.982 -2.134
C -3.084 0.662 -2.822
C -2.674 0.570 -4.319
C -1.184 0.328 -4.739
C -0.274 0.040 -3.563
C -0.124 1.220 -2.565
C -0.738 2.558 -3.058
H -4.158 0.416 -2.745
H -3.179 1.353 -4.916
H -2.673 -0.202 -2.249
H -1.036 2.583 -4.153
H -2.031 3.900 -1.874
H -3.790 2.163 -1.435
H 0.017 3.370 -2.967
H -0.692 0.931 -1.674
H -0.660 -0.856 -3.079
H 0.926 1.408 -2.190
H -3.148 -0.362 -4.669
H -1.196 -0.576 -5.393
P -0.137 1.527 -5.622
C 0.091 3.296 -5.991
C -0.832 0.919 -7.201
P 1.499 -0.421 -4.166
C 1.580 1.047 -5.294
C 1.390 -1.758 -5.409
C 3.144 -0.384 -3.437
H 1.089 3.657 -5.717
H -0.655 3.944 -5.526
H 0.008 3.405 -7.075
H -0.547 1.570 -8.033
H -1.918 0.947 -7.049
H -0.559 -0.126 -7.391
H 3.812 0.002 -4.225
H 3.446 -1.407 -3.203
H 3.259 0.277 -2.551
H 2.149 1.847 -4.788
H 2.113 0.823 -6.235
H 1.937 -2.629 -5.024
H 1.859 -1.453 -6.360
H 0.365 -2.075 -5.640
Se 4.107 1.060 0.145
C 3.634 2.099 1.652
C 3.940 1.671 2.972
C 3.583 2.450 4.073
C 2.929 3.684 3.906
C 2.607 4.111 2.596
C 2.980 3.343 1.489
H 4.435 0.698 3.116
H 3.808 2.088 5.090
H 2.677 4.288 4.791
H 2.057 5.036 2.425
H 2.724 3.688 0.479
*
```

Atom charges from the Löwdin analysis, given in e for atoms 1 to 5: 0.823 -0.301 -0.316 -0.348 -0.293

---

Number 1: electronic energy -240853.990 eV. Number 2: electronic energy -130173.273 eV. Number 3: electronic energy -64657.258 eV. Number 4: electronic energy -174938.001 eV. Number 5: electronic energy -144260.589 eV.